Record 1
ORCA calculation (ωB97M-V with the def2-TZVPD basis set) on a cluster of 6 separate species, C18H36Br10O3S in total.

```
! RIJCOSX wB97M-V def2-TZVPD def2/J DEFGRID3
* xyz 0 1
C 1.5995 1.3634 0.4218
C 1.4335 0.7553 -0.9876
C 1.2224 1.8403 -2.0461
C 0.4574 -0.4252 -1.0438
C -1.0071 -0.2770 -0.5433
C -1.9278 -0.8727 -1.6296
C -2.0949 0.1856 -2.6993
O -3.2301 1.0176 -2.3437
S -3.0712 1.7340 -0.9325
O -2.8868 3.1346 -1.1772
O -4.1800 1.3516 -0.1056
C -1.5314 1.1364 -0.1849
H 1.2573 0.6857 1.2044
H 1.0522 2.3056 0.5021
H 2.6449 1.6118 0.5967
H 2.4003 0.3084 -1.2447
H 0.2286 2.2885 -2.0348
H 1.9884 2.6088 -1.9356
H 1.3605 1.4057 -3.0404
H 0.9110 -1.2278 -0.4567
H 0.4445 -0.8007 -2.0708
H -1.1298 -0.8939 0.3472
H -1.4895 -1.7690 -2.0697
H -2.9031 -1.1617 -1.2429
H -1.2211 0.8387 -2.7528
H -2.2644 -0.2114 -3.6956
H -0.8366 1.9494 -0.3510
H -1.7995 1.1548 0.8720
Br 4.9130 -0.5304 1.0000
C 5.9202 0.6595 2.1631
C 5.3619 0.6720 3.5617
Br 3.7000 1.6734 3.6613
H 5.8917 1.6412 1.7012
H 6.9407 0.2831 2.1584
H 6.0521 1.1694 4.2399
H 5.1482 -0.3272 3.9271
Br -1.3399 -4.8479 -1.5977
C -3.2657 -4.6012 -1.4483
C -3.9697 -4.8087 -2.7606
Br -3.7193 -3.3055 -3.9689
H -3.4228 -3.6049 -1.0505
H -3.5980 -5.3385 -0.7208
H -5.0427 -4.8757 -2.5976
H -3.6214 -5.6914 -3.2872
Br 0.6711 3.1254 4.6563
C 0.7317 3.1917 6.5983
C 1.5632 4.3377 7.1097
Br 3.4696 4.0108 6.9320
H 1.1002 2.2269 6.9317
H -0.3018 3.3175 6.9132
H 1.3897 4.4781 8.1741
H 1.3555 5.2621 6.5807
Br -6.3790 -2.4812 -0.8711
C -6.2665 -2.4122 1.0728
C -5.3472 -1.3093 1.5248
Br -3.4875 -1.7839 1.2297
H -5.9361 -3.3915 1.4038
H -7.2806 -2.2323 1.4219
H -5.4465 -1.1386 2.5944
H -5.5040 -0.3769 0.9892
Br 2.1105 -0.5693 -5.1963
C 3.9893 -0.0870 -5.3494
C 4.8165 -0.7099 -4.2579
Br 4.5949 0.1818 -2.5411
H 4.0406 0.9970 -5.3441
H 4.3040 -0.4643 -6.3197
H 5.8756 -0.6242 -4.4902
H 4.5614 -1.7526 -4.0992
*
```

Values from the calculation:
F_max = 0.0173 Eh/bohr
LUMO = 0.4 eV
highest occupied orbital energy = -9.88 eV
SMILES string = CC(C)C[C@@H]1CCOS(=O)(=O)C1.BrCCBr.BrCCBr.BrCCBr.BrCCBr.BrCCBr
E_tot = -27071.4865 hartree

---

Record 2
ORCA calculation (ωB97M-V with the def2-TZVPD basis set) on a structure of composition C10H8F18O19S6Zr at a distorted geometry.

```
! RIJCOSX wB97M-V def2-TZVPD def2/J DEFGRID3
* xyz -1 2
Zr -0.1229 -0.3482 -0.1329
C -1.8542 -2.9447 -3.6807
F -2.4906 -3.6264 -2.6709
F -0.6042 -3.3500 -3.7997
F -2.4518 -3.1836 -4.8590
S -1.9544 -0.9992 -3.2530
O -1.2850 -0.8745 -1.9433
O -1.1908 -0.3443 -4.2990
O -3.3531 -0.5271 -3.1823
C -0.9889 4.0968 -1.4376
F -0.7450 4.7453 -0.2630
F -1.5404 4.9263 -2.3126
F 0.1920 3.6386 -1.7443
S -2.0826 2.5233 -1.0375
O -2.8934 2.0003 -2.2149
O -1.1028 1.4616 -0.7123
O -2.9208 2.9207 0.0656
C 0.9480 -4.3608 1.5100
F 0.4520 -5.4230 0.8282
F 1.0077 -4.7300 2.7511
F 2.2255 -3.9858 1.0593
S -0.2798 -2.8836 1.2871
O -0.5879 -2.5359 -0.0953
O -1.4567 -2.9946 2.1970
O 0.5730 -1.6937 1.5151
C -0.2605 1.0142 4.2910
F -0.6788 -0.2926 4.3343
F -0.6917 1.8521 5.2388
F 1.0769 1.0054 4.2357
S -0.8687 1.8108 2.6429
O -0.1226 3.0567 2.4298
O -0.3092 0.8095 1.6855
O -2.3174 1.8532 2.6840
C -4.2802 -2.1378 0.5246
F -3.3895 -3.0122 0.0876
F -5.4199 -2.2463 -0.1558
F -4.5231 -2.4408 1.8262
S -3.6719 -0.3417 0.4419
O -4.2221 0.3826 1.5774
O -2.1555 -0.4918 0.4940
O -4.0831 0.1726 -0.8503
C 3.6426 -0.2362 -2.3810
F 3.8844 0.6816 -1.4636
F 3.7751 0.4672 -3.5669
F 4.4571 -1.3049 -2.2647
S 1.8489 -0.8825 -2.2182
O 1.4259 -1.7842 -3.2646
O 1.6873 -1.4658 -0.8791
O 0.9119 0.1786 -1.9302
C 3.5167 2.5096 0.6915
C 3.4637 1.6573 1.9051
C 2.8732 0.3556 1.3259
O 1.8225 0.8429 0.4596
C 2.1306 2.2046 0.0025
H 4.3629 2.4448 0.0076
H 3.5935 3.5406 1.0367
H 2.9050 1.9071 2.8070
H 4.4755 1.6394 2.3101
H 2.5143 -0.2075 2.1875
H 3.5391 -0.3248 0.7952
H 1.4059 2.8863 0.4476
H 2.1880 2.3886 -1.0703
*
```

Values from the calculation:
energy above the lowest of the compared OMol25 structures with the same formula, charge and spin = 0.0 kcal/mol
<S²> = 0.76
F_max = 0.1084 Eh/bohr
LUMO (spin up / spin down) = 2.1 / -2.8 eV
highest occupied orbital energy (spin up / spin down) = -7.31 / -7.18 eV
E_tot = -6049.3025 hartree

---

Record 3
ORCA calculation (ωB97M-V with the def2-TZVPD basis set) on a structure of composition C33H28B2Cl5F4GeN4O4Tc at a distorted geometry.

```
! RIJCOSX wB97M-V def2-TZVPD def2/J DEFGRID3
* xyz 1 4
Tc 0.7456 2.4167 1.3891
C 3.5276 -1.3223 0.2695
C 2.2131 -0.7385 0.6502
N 1.4686 -0.0362 -0.3673
O 2.0244 1.1959 -0.5806
B 1.5793 2.0002 -1.8189
F 2.4471 3.0448 -1.8583
F 1.5743 1.1874 -2.9181
O 0.1661 2.4566 -1.5909
N -0.3271 2.4313 -0.3397
C -1.6268 2.5195 -0.2442
C -2.5375 2.6620 -1.4132
C -2.1045 2.4518 1.1208
N -1.1275 2.3573 1.9619
O -1.3840 2.1429 3.2682
B -0.1782 1.5895 3.9363
F 0.9399 2.5037 3.5310
F -0.3490 1.5295 5.2538
O 0.2435 0.2710 3.3894
N 0.7930 0.3273 2.1611
C 1.7465 -0.6040 1.9411
C 2.3478 -1.4198 3.0445
C -3.5239 2.4448 1.5595
H 3.7988 -1.0096 -0.7368
H 3.4997 -2.4145 0.2892
H 4.3061 -0.9942 0.9599
H -1.9852 2.5855 -2.3433
H -3.0240 3.6389 -1.3747
H -3.3157 1.8981 -1.3849
H 1.9011 -1.1695 4.0005
H 3.4212 -1.2290 3.0922
H 2.2135 -2.4850 2.8512
H -4.1964 2.5805 0.7177
H -3.6829 3.2469 2.2816
H -3.7575 1.5076 2.0674
C 0.3368 -0.4043 -0.8332
Ge -0.5101 -2.2405 -0.8186
C -1.6785 -2.4211 0.7055
C -1.1883 -2.3664 2.0110
C -2.0340 -2.5770 3.0891
C -3.3767 -2.8539 2.8700
C -3.8742 -2.9134 1.5764
C -3.0287 -2.7000 0.4954
C 0.9809 -3.4634 -0.9062
C 1.1935 -4.4320 0.0725
C 2.2654 -5.3095 -0.0355
C 3.1175 -5.2343 -1.1290
C 2.9045 -4.2806 -2.1166
C 1.8427 -3.3954 -2.0040
C -1.4786 -2.0347 -2.4848
C -2.4343 -1.0197 -2.5718
C -3.1023 -0.7810 -3.7623
C -2.8163 -1.5545 -4.8802
C -1.8746 -2.5689 -4.8025
C -1.2062 -2.8097 -3.6085
H -0.1385 0.3131 -1.4964
H -0.1433 -2.1535 2.1934
H -1.6469 -2.5288 4.0986
H -4.0351 -3.0297 3.7104
H -4.9206 -3.1301 1.4073
H -3.4231 -2.7511 -0.5125
H 0.5218 -4.5049 0.9207
H 2.4260 -6.0617 0.7257
H 3.9455 -5.9252 -1.2160
H 3.5651 -4.2271 -2.9720
H 1.6879 -2.6493 -2.7774
H -2.6683 -0.4170 -1.6977
H -3.8479 0.0014 -3.8214
H -3.3305 -1.3651 -5.8129
H -1.6580 -3.1743 -5.6725
H -0.4780 -3.6101 -3.5554
Cl -1.2169 5.5737 0.5256
C 0.5112 5.5100 0.4146
C 1.1923 4.3828 0.8604
C 2.5716 4.4518 0.8083
Cl 3.3456 2.9924 1.4067
C 3.3050 5.4999 0.2927
Cl 5.0130 5.4270 0.2226
C 2.5912 6.6051 -0.1682
Cl 3.4321 7.9420 -0.8188
C 1.1927 6.6180 -0.0875
Cl 0.3306 8.0040 -0.6104
*
```

Values from the calculation:
energy above the lowest of the compared OMol25 structures with the same formula, charge and spin = 0.0 kcal/mol
<S²> = 3.82
F_max = 0.0208 Eh/bohr
LUMO (spin up / spin down) = -3.5 / -4.8 eV
highest occupied orbital energy (spin up / spin down) = -11.40 / -11.52 eV
E_tot = -6702.0864 hartree

---

Record 4
ORCA calculation (ωB97M-V with the def2-TZVPD basis set) on a structure of composition C31H84O13 at a distorted geometry.

```
! RIJCOSX wB97M-V def2-TZVPD def2/J DEFGRID3
* xyz 0 1
C 27.6151 21.8244 22.0205
C 28.3146 22.3892 23.4040
O 29.5950 22.7226 23.1182
O 26.1719 21.5569 22.2304
H 28.2914 21.1736 21.6455
H 27.7436 22.8201 21.4913
H 28.2266 21.5286 24.1178
H 27.7178 23.2208 23.9588
H 29.5551 23.6833 22.8846
H 26.2054 21.0595 22.9721
C 33.0452 24.8563 23.1778
C 34.2296 25.1862 24.2105
O 34.1799 24.0984 25.1242
O 33.1079 25.9492 22.1657
H 31.9843 24.5623 23.5546
H 32.9710 23.7525 22.8123
H 34.0954 26.1665 24.5701
H 35.1024 25.0370 23.5358
H 33.6225 24.0962 25.7386
H 34.0052 26.0600 21.9090
C 31.4483 25.3903 22.1066
C 30.0797 25.9705 21.7353
C 29.7936 25.6614 20.3098
O 29.1350 25.3173 22.5406
H 31.8316 24.5433 21.9069
H 31.5251 25.4204 23.1610
H 32.2061 26.0028 21.5567
H 30.0077 27.1592 21.8578
H 30.1189 26.2412 19.4515
H 28.6477 25.9926 20.1503
H 30.0998 24.6994 19.8313
H 28.6675 26.0208 23.0208
C 22.7202 25.2436 21.5312
C 23.5581 23.9754 21.7203
C 23.0140 22.6833 21.0025
O 24.8487 24.2215 21.3254
H 21.7240 25.2186 21.6010
H 22.8383 25.7924 20.6701
H 23.0151 25.9083 22.3888
H 23.3759 23.6089 22.7661
H 22.1079 22.4163 21.4488
H 23.6168 21.7354 21.3095
H 22.9036 22.6786 19.9463
H 25.2137 23.4479 21.5499
C 29.3418 21.8709 18.7774
C 30.4045 20.8759 18.7064
C 30.9106 20.4966 20.0783
O 29.9976 19.6792 18.1671
H 28.6086 21.3867 19.2476
H 29.0445 22.2069 17.8123
H 29.7855 22.5580 19.5045
H 31.3211 21.1975 18.1072
H 31.7871 19.6540 20.0777
H 30.2562 20.2976 20.8480
H 31.3512 21.3739 20.6537
H 29.0319 19.6232 18.5037
C 30.6993 22.6583 25.2790
C 31.3053 22.4772 26.6545
C 32.1835 21.1926 26.6806
O 32.1689 23.5120 26.8164
H 31.5384 22.4251 24.6046
H 30.2707 23.6349 25.2951
H 30.0349 21.8547 24.8768
H 30.5549 22.5081 27.3590
H 32.5891 20.7557 27.4679
H 32.8579 21.2008 26.0481
H 31.5291 20.3326 26.4976
H 32.3832 23.5481 27.6869
C 25.0563 21.0950 25.6167
C 24.8752 19.6617 25.2346
C 23.9169 19.3623 24.0671
O 26.1253 19.1908 24.8788
H 24.0882 21.7857 25.8408
H 25.2518 21.7464 24.9236
H 25.7824 21.0564 26.3524
H 24.5480 19.2183 26.1220
H 24.0022 18.3044 23.7628
H 24.2559 19.8793 23.3463
H 22.8533 19.7370 24.3229
H 26.5477 18.6258 25.6656
C 27.2245 25.8467 21.6878
C 26.6693 27.1860 21.9178
C 25.4373 27.2841 22.8101
O 27.7106 27.9975 22.4890
H 27.9548 25.6339 20.9757
H 26.1100 25.4694 21.5672
H 27.4943 25.4036 22.6496
H 26.1916 27.8912 21.0432
H 25.1860 28.4205 23.2825
H 25.5392 26.6405 23.8092
H 24.6299 26.6452 22.5064
H 28.1002 28.4929 21.7086
C 25.0845 27.0163 25.4647
C 24.7849 25.8336 24.6192
C 25.8175 24.7962 24.9438
O 23.5839 25.4072 25.1184
H 26.0837 27.6095 25.3676
H 24.9704 26.7507 26.5464
H 24.4778 27.8887 25.2918
H 24.6079 26.2959 23.7791
H 26.9161 25.1747 25.0536
H 25.6690 23.9749 24.1532
H 25.4849 24.5419 26.0496
H 22.9264 26.0823 25.0484
C 25.6677 19.5408 19.6611
C 26.3941 18.4016 18.9174
C 26.7629 19.0370 17.5079
O 27.5653 18.0558 19.5924
H 26.2196 20.3772 19.6541
H 25.4098 19.1678 20.5434
H 24.7530 20.0217 18.9499
H 25.6974 17.5269 18.7651
H 27.1505 18.3066 16.8489
H 27.4392 19.9120 17.6233
H 25.9046 19.2038 16.8730
H 27.2667 17.6039 20.3479
C 31.2529 18.2049 23.5815
C 30.4133 19.3186 23.9355
C 30.1591 19.4887 25.4438
O 31.1089 20.5331 23.6354
H 31.3899 18.2344 22.3150
H 30.7190 17.2792 23.5358
H 32.3772 18.0570 23.9459
H 29.3183 19.2943 23.3384
H 29.3952 20.2332 25.6863
H 31.0625 19.2259 25.9539
H 29.6115 18.4097 25.5913
H 30.5234 21.2891 23.6443
*
```

Values from the calculation:
energy above the lowest of the compared OMol25 structures with the same formula, charge and spin = 852.1 kcal/mol
F_max = 0.3444 Eh/bohr
LUMO = 0.3 eV
highest occupied orbital energy = -6.58 eV
E_tot = -2208.2335 hartree

---

Record 5
ORCA calculation (ωB97M-V with the def2-TZVPD basis set) on a structure of composition C30H35N3P2STl.

```
! RIJCOSX wB97M-V def2-TZVPD def2/J DEFGRID3
* xyz 1 1
Tl -0.3709 2.1583 -1.2340
C 2.7270 -1.0821 1.2199
N 1.9235 -0.0397 0.5716
P 2.3750 0.5891 -0.9527
C 4.0123 1.3183 -0.6301
C 4.3461 1.7829 0.6395
C 5.5568 2.4288 0.8507
C 6.4326 2.6297 -0.2063
C 6.0973 2.1847 -1.4789
C 4.8915 1.5349 -1.6919
C 2.7636 -0.8924 -1.9436
C 1.7558 -1.3623 -2.7875
C 1.9325 -2.5255 -3.5229
C 3.1278 -3.2242 -3.4263
C 4.1404 -2.7599 -2.5960
C 3.9617 -1.6000 -1.8578
P 0.4234 0.4767 1.1977
C 0.7974 0.8421 2.9464
C 0.7504 -0.0962 3.9766
C 1.1413 0.2599 5.2604
C 1.5813 1.5497 5.5249
C 1.6297 2.4909 4.5061
C 1.2339 2.1384 3.2246
C -0.5928 -1.0329 1.2586
C -1.7270 -1.0811 2.0720
C -2.5798 -2.1711 2.0195
C -2.3200 -3.2170 1.1413
C -1.2089 -3.1650 0.3132
C -0.3507 -2.0741 0.3671
H 3.7880 -0.8565 1.1065
H 2.5338 -2.0671 0.7915
H 2.5061 -1.1158 2.2857
H 3.6649 1.6247 1.4684
H 5.8155 2.7757 1.8434
H 7.3772 3.1311 -0.0399
H 6.7772 2.3446 -2.3061
H 4.6386 1.1837 -2.6862
H 0.8244 -0.8098 -2.8683
H 1.1458 -2.8808 -4.1764
H 3.2733 -4.1279 -4.0042
H 5.0735 -3.3042 -2.5260
H 4.7591 -1.2425 -1.2174
H 0.4186 -1.1071 3.7801
H 1.1047 -0.4739 6.0554
H 1.8854 1.8226 6.5277
H 1.9666 3.4986 4.7126
H 1.2627 2.8754 2.4284
H -1.9425 -0.2588 2.7453
H -3.4500 -2.2065 2.6634
H -2.9846 -4.0712 1.1055
H -1.0066 -3.9758 -0.3759
H 0.5118 -2.0361 -0.2893
C -4.5112 2.7657 -0.1706
N -5.1561 1.6685 -0.8765
C -6.5160 1.3969 -0.4049
C -4.4036 0.6791 -1.4282
S -2.7839 0.4412 -0.9853
N -5.0099 -0.1258 -2.3226
C -6.1053 0.3339 -3.1745
C -4.3934 -1.3691 -2.7666
H -5.2269 3.5828 -0.0919
H -3.6442 3.1094 -0.7255
H -4.1909 2.4695 0.8322
H -6.5258 1.4355 0.6870
H -6.8392 0.4079 -0.7087
H -7.2207 2.1372 -0.7841
H -6.2976 1.3887 -3.0133
H -7.0206 -0.2315 -2.9937
H -5.8161 0.1908 -4.2168
H -3.8219 -1.8142 -1.9585
H -3.7257 -1.1970 -3.6139
H -5.1854 -2.0528 -3.0701
*
```

Values from the calculation:
F_max = 0.0069 Eh/bohr
LUMO = -2.8 eV
highest occupied orbital energy = -10.67 eV
E_tot = -2581.6684 hartree

---

Q: Which of these has the lowest F_max?
A: C30H35N3P2STl

---

Copy entry 5 word for word.
ORCA calculation (ωB97M-V with the def2-TZVPD basis set) on a structure of composition C30H35N3P2STl.

```
! RIJCOSX wB97M-V def2-TZVPD def2/J DEFGRID3
* xyz 1 1
Tl -0.3709 2.1583 -1.2340
C 2.7270 -1.0821 1.2199
N 1.9235 -0.0397 0.5716
P 2.3750 0.5891 -0.9527
C 4.0123 1.3183 -0.6301
C 4.3461 1.7829 0.6395
C 5.5568 2.4288 0.8507
C 6.4326 2.6297 -0.2063
C 6.0973 2.1847 -1.4789
C 4.8915 1.5349 -1.6919
C 2.7636 -0.8924 -1.9436
C 1.7558 -1.3623 -2.7875
C 1.9325 -2.5255 -3.5229
C 3.1278 -3.2242 -3.4263
C 4.1404 -2.7599 -2.5960
C 3.9617 -1.6000 -1.8578
P 0.4234 0.4767 1.1977
C 0.7974 0.8421 2.9464
C 0.7504 -0.0962 3.9766
C 1.1413 0.2599 5.2604
C 1.5813 1.5497 5.5249
C 1.6297 2.4909 4.5061
C 1.2339 2.1384 3.2246
C -0.5928 -1.0329 1.2586
C -1.7270 -1.0811 2.0720
C -2.5798 -2.1711 2.0195
C -2.3200 -3.2170 1.1413
C -1.2089 -3.1650 0.3132
C -0.3507 -2.0741 0.3671
H 3.7880 -0.8565 1.1065
H 2.5338 -2.0671 0.7915
H 2.5061 -1.1158 2.2857
H 3.6649 1.6247 1.4684
H 5.8155 2.7757 1.8434
H 7.3772 3.1311 -0.0399
H 6.7772 2.3446 -2.3061
H 4.6386 1.1837 -2.6862
H 0.8244 -0.8098 -2.8683
H 1.1458 -2.8808 -4.1764
H 3.2733 -4.1279 -4.0042
H 5.0735 -3.3042 -2.5260
H 4.7591 -1.2425 -1.2174
H 0.4186 -1.1071 3.7801
H 1.1047 -0.4739 6.0554
H 1.8854 1.8226 6.5277
H 1.9666 3.4986 4.7126
H 1.2627 2.8754 2.4284
H -1.9425 -0.2588 2.7453
H -3.4500 -2.2065 2.6634
H -2.9846 -4.0712 1.1055
H -1.0066 -3.9758 -0.3759
H 0.5118 -2.0361 -0.2893
C -4.5112 2.7657 -0.1706
N -5.1561 1.6685 -0.8765
C -6.5160 1.3969 -0.4049
C -4.4036 0.6791 -1.4282
S -2.7839 0.4412 -0.9853
N -5.0099 -0.1258 -2.3226
C -6.1053 0.3339 -3.1745
C -4.3934 -1.3691 -2.7666
H -5.2269 3.5828 -0.0919
H -3.6442 3.1094 -0.7255
H -4.1909 2.4695 0.8322
H -6.5258 1.4355 0.6870
H -6.8392 0.4079 -0.7087
H -7.2207 2.1372 -0.7841
H -6.2976 1.3887 -3.0133
H -7.0206 -0.2315 -2.9937
H -5.8161 0.1908 -4.2168
H -3.8219 -1.8142 -1.9585
H -3.7257 -1.1970 -3.6139
H -5.1854 -2.0528 -3.0701
*
```

Values from the calculation:
F_max = 0.0069 Eh/bohr
LUMO = -2.8 eV
highest occupied orbital energy = -10.67 eV
E_tot = -2581.6684 hartree